No. 1
{
  "formula": "C2H9N2",
  "method": "ωB97M-V with the def2-TZVPD basis set",
  "symbols": ["N", "N", "C", "C", "H", "H", "H", "H", "H", "H", "H", "H", "H"],
  "coordinates": [[0.72690, 1.63437, 0.20680], [-0.76261, -1.91469, -0.32261], [-0.38384, 0.54141, 0.16873], [0.26983, -0.77157, 0.03009], [-1.05854, 0.65063, -0.73561], [-1.12549, 0.71958, 0.91913], [1.00020, -0.62832, -0.89801], [1.10199, 1.57889, -0.75641], [-1.70322, -2.00403, 0.09792], [0.24917, 2.57708, 0.47814], [0.90045, -1.09312, 0.88777], [1.42019, 1.34780, 1.00799], [-0.63503, -2.63804, -1.08393]],
  "mulliken_charge": [-0.39, -0.08, -0.71, -0.31, 0.38, 0.45, 0.38, 0.39, 0.34, 0.42, 0.36, 0.41, 0.36],
  "total_charge": 2,
  "homo_lumo_gap_ev": [14.31, 9.73],
  "e_homo_ev": [-22.572, -22.754],
  "total_energy_ha": -190.32160,
  "multiplicity": 2
}


No. 2
{
  "formula": "C2H9N2O",
  "method": "ωB97M-V with the def2-TZVPD basis set",
  "symbols": ["O", "N", "N", "C", "C", "H", "H", "H", "H", "H", "H", "H", "H", "H"],
  "coordinates": [[-0.13238, -0.20064, -1.27537], [-1.34381, -2.06102, 0.38073], [0.22822, 1.13757, 0.70126], [1.57182, 0.60567, 0.90540], [-0.16006, 1.03704, -0.74381], [-0.40057, 0.49006, 1.17573], [-0.82307, -1.33533, -0.19605], [-1.17455, 1.50168, -0.76941], [1.68966, -0.40025, 0.48019], [-0.87349, -2.94778, 0.24390], [2.31410, 1.27449, 0.46000], [-2.25809, -2.16905, -0.03984], [1.76519, 0.54127, 1.97789], [0.52765, 1.75507, -1.25328]],
  "mulliken_charge": [-0.92, -0.80, -0.58, -0.75, -0.44, 0.28, 0.42, 0.24, 0.29, 0.19, 0.26, 0.18, 0.31, 0.33],
  "total_charge": -1,
  "homo_lumo_gap_ev": 7.44,
  "e_homo_ev": -2.814,
  "total_energy_ha": -266.34422
}


No. 3
{
  "formula": "C2H9N2O",
  "method": "ωB97M-V with the def2-TZVPD basis set",
  "symbols": ["O", "N", "N", "C", "C", "H", "H", "H", "H", "H", "H", "H", "H", "H"],
  "coordinates": [[1.22037, -0.50390, -0.07984], [-0.40178, 1.06129, 1.61220], [-1.53443, -0.17560, -0.09879], [1.90162, -1.17982, -1.02552], [-1.34269, 1.13520, 0.54930], [2.29313, -2.18508, -0.70879], [1.30766, -1.43275, -1.93278], [2.81558, -0.65382, -1.39660], [-2.32050, 1.49060, 0.90602], [-1.00457, 1.87359, -0.19470], [-0.75269, 0.53576, 2.39833], [0.45505, 0.64078, 1.22792], [-0.59137, -0.54340, -0.28750], [-2.04538, -0.06284, -0.96924]],
  "mulliken_charge": [-0.83, -0.75, -0.73, -0.75, -0.30, 0.18, 0.20, 0.19, 0.33, 0.26, 0.21, 0.42, 0.34, 0.20],
  "total_charge": -1,
  "homo_lumo_gap_ev": 7.41,
  "e_homo_ev": -2.829,
  "total_energy_ha": -266.33324
}


Energy above the lowest of the compared OMol25 structures with the same formula, charge and spin per entry: 27.8; 0.2; 7.1 kcal per mole